The following is a quantum chemistry calculation of a 9-piece molecular cluster, C39H94N2O9 overall in a non-equilibrium geometry, from OMol25.

Geometry as ORCA input:
```
! RIJCOSX wB97M-V def2-TZVPD def2/J DEFGRID3
* xyz 0 1
H 0.427 2.132 7.231
H 2.824 3.404 -8.011
H 1.155 -3.189 7.163
H -3.064 -3.220 1.358
H 4.090 -1.305 6.289
H 4.715 5.672 -1.754
H -4.611 1.458 -2.740
C 3.583 -0.039 -0.199
H -0.389 0.806 10.090
N 1.708 -0.242 7.535
H -4.541 -0.110 3.991
H -0.568 -0.979 -5.728
O 5.104 1.678 -0.701
H -5.321 -1.033 -3.923
H 3.313 0.368 7.980
O -3.551 -0.965 -1.924
H -1.105 -3.602 -5.575
H -6.107 1.083 -1.843
C -0.287 -0.033 -7.674
H -1.235 1.760 -5.323
H -1.107 -2.927 7.031
H -2.896 -3.230 -5.048
C 2.451 2.498 -8.488
H 1.811 -1.318 4.193
C 4.567 0.971 0.387
H 5.519 4.330 -2.055
C 3.317 4.076 -2.322
H 0.634 -3.962 2.485
H -2.310 0.322 1.086
H -2.123 -4.774 -4.899
H 2.557 -0.362 -4.942
H -0.885 0.345 -1.933
H 2.705 0.405 -0.667
H 4.480 4.377 -0.529
C -1.374 -3.232 -3.434
H -0.501 -1.741 9.044
H 5.703 2.322 -0.317
H -2.767 -5.660 2.998
H 3.262 -2.400 7.463
H -0.889 -2.262 -3.324
H -1.147 0.589 -4.159
H -0.905 -0.960 0.320
H 3.669 1.609 2.286
H 1.072 -0.157 1.458
H 0.968 -0.243 10.207
C -1.536 -4.007 2.148
O -2.407 -2.929 1.994
H 1.126 3.973 -2.276
H -1.097 -5.414 3.515
C 1.731 -0.556 4.968
H 0.595 -0.465 -1.300
H 1.655 0.225 -8.443
H -1.102 -1.379 6.064
C -5.031 0.915 -1.893
C -3.855 0.399 3.314
H -0.963 2.871 -7.459
H 1.322 1.331 9.653
H -5.228 -1.114 -0.853
C -4.749 1.458 2.572
C -4.874 -0.643 -1.770
H 0.204 4.110 -7.526
C 0.234 -0.445 -6.238
H 3.247 -0.503 0.729
C -0.255 -4.197 -2.980
H -3.068 -1.308 2.573
H -4.253 1.904 1.710
C -0.049 3.153 -7.981
C -0.595 -1.130 8.147
H 3.971 -0.807 -0.867
H 2.344 0.892 -3.962
H -1.680 -4.441 1.159
H -1.585 -0.673 8.165
C 1.144 2.140 -7.747
C -0.113 0.353 -1.163
C -0.701 0.108 0.245
N 1.406 1.895 -6.301
H -5.349 -2.472 -2.920
C -0.181 1.228 7.287
H 5.422 0.467 0.839
H 1.528 5.328 -1.414
C 4.571 4.604 -1.591
C -5.571 -1.405 -2.929
H 0.502 -4.073 -3.754
H 2.221 2.828 -9.501
H -6.645 -1.294 -2.778
C -0.620 -1.970 6.843
C 1.720 0.208 -4.538
H -2.429 -4.438 4.152
C 3.247 -1.974 6.460
H 0.972 -1.248 -6.258
H 0.369 1.538 1.569
H 2.946 2.375 0.945
H 2.490 2.853 -5.042
H 0.391 1.304 -1.337
H 0.302 0.986 -9.350
O -2.005 0.598 0.218
O 1.687 3.106 -5.503
C 0.553 0.561 9.599
O -3.302 -0.410 2.327
H 0.816 -3.026 5.664
H 3.213 4.547 -3.300
C 0.750 0.828 -8.369
O 2.580 0.771 7.509
H -0.160 2.041 -3.891
H 3.231 1.737 -8.477
O -2.459 -3.373 -2.596
H -2.942 -0.600 -1.278
C 0.429 0.093 8.122
C 0.877 -2.354 6.520
C -0.505 1.328 -4.639
C 3.910 2.015 1.304
H -4.604 1.299 -0.966
H -0.042 -2.673 3.227
H -0.252 3.430 -9.015
H -1.098 1.648 7.699
H 0.295 -3.765 -2.144
C 1.925 4.337 -1.631
H -2.056 1.642 3.404
H -2.183 0.171 4.531
H 1.152 -0.380 -3.817
H 0.785 -0.026 4.857
C -1.929 -3.701 -4.869
C -2.660 1.044 4.087
C 0.180 0.468 1.486
H -0.508 0.255 2.304
H -3.017 -2.597 -2.511
H -0.420 0.836 6.299
H 0.169 -2.759 1.401
C 0.708 0.832 -5.478
H -4.919 2.378 3.131
H -0.482 -0.908 -8.294
C -2.024 -4.904 3.254
H 3.406 -2.789 5.753
H 1.801 3.731 -0.733
H 3.824 2.308 -1.848
H -5.657 0.977 2.209
H -2.935 1.778 4.844
H -1.246 0.480 -7.739
C 1.852 -1.207 6.371
O 3.457 2.689 -2.648
H 2.430 0.254 4.761
C -0.173 -3.250 2.312
H 4.467 2.943 1.431
H -0.591 -5.225 -2.842
*
```

Summary:
SMILES	CC1(C)CCCC(C)(C)N1O.CC1(C)CCCC(C)(C)N1O.CC(C)O.CC(C)O.CC(C)O.CC(C)O.CC(C)O.CC(C)O.CC(C)O
energy relative to the best compared isomer or geometry (same formula, charge and spin)	115.85	kcal/mol
frontier orbital gap	8.29	eV
LUMO	0.455	eV

Here are the Mulliken charges for atoms 1 to 8, given in e:
1 H 0.3506
2 H 0.4029
3 H 0.4710
4 H 0.1482
5 H 0.4334
6 H 0.4520
7 H 0.2321
8 C -0.5909

---

The following is a quantum chemistry calculation of a 2-piece molecular cluster, C4H7NO overall in a non-equilibrium geometry, from OMol25.

Geometry as ORCA input:
```
! RIJCOSX wB97M-V def2-TZVPD def2/J DEFGRID3
* xyz 0 1
H 0.680 -2.031 0.767
H -2.761 -0.642 -0.384
H -1.114 -1.021 1.603
C -0.857 -0.956 0.536
C 2.174 0.843 -0.520
H -1.949 0.843 0.131
H 1.864 -0.110 -0.936
N 0.166 -1.528 0.042
H -1.368 -0.034 -1.317
C -1.785 -0.145 -0.313
H 3.165 1.250 -0.668
O 0.491 2.045 0.851
C 1.293 1.487 0.206
*
```

Summary:
SMILES	[H]/N=C/C.C=C=O
energy relative to the best compared isomer or geometry (same formula, charge and spin)	48.26	kcal/mol
frontier orbital gap	10.10	eV
LUMO	0.968	eV

Here are the Mulliken charges for atoms 1 to 8, given in e:
1 H 0.2216
2 H 0.3448
3 H 0.3387
4 C 0.0280
5 C -0.9625
6 H 0.2839
7 H 0.3553
8 N -0.5334

---

The following is a quantum chemistry calculation of C5H9N3 as an isolated structure in a non-equilibrium geometry, from OMol25.

Geometry as ORCA input:
```
! RIJCOSX wB97M-V def2-TZVPD def2/J DEFGRID3
* xyz 0 1
H 0.011 1.688 1.947
C 0.140 -0.489 0.240
N 0.928 1.053 -1.780
H -1.802 0.467 0.353
H 1.432 2.553 1.162
C 0.850 1.643 1.252
H -1.041 -1.374 -2.197
H 0.797 2.002 -1.478
C 0.020 0.143 -1.698
H 1.760 -1.845 -0.042
N 1.112 0.671 0.478
H -1.213 -0.156 1.912
H -1.837 -1.257 0.683
C 0.737 -1.719 0.275
N -0.808 -0.422 -2.425
C -1.249 -0.348 0.842
H 0.164 -2.610 0.477
*
```

Summary:
energy relative to the best compared isomer or geometry (same formula, charge and spin)	119.19	kcal/mol
frontier orbital gap (spin up / spin down)	8.08 / 8.08	eV
LUMO (spin up / spin down)	-0.448 / -0.448	eV

Here are the Mulliken charges for atoms 1 to 8, given in e:
1 H 0.2002
2 C 0.8254
3 N -0.5471
4 H 0.3633
5 H 0.3304
6 C -0.3238
7 H 0.2632
8 H 0.2601

---

The following is a quantum chemistry calculation of a 18-piece molecular cluster, C2H40O17 overall in a non-equilibrium geometry, from OMol25.

Geometry as ORCA input:
```
! RIJCOSX wB97M-V def2-TZVPD def2/J DEFGRID3
* xyz 0 1
O -2.944 -0.359 0.950
H 1.196 2.881 1.175
H -1.431 0.068 -1.065
O -2.146 1.470 2.801
H 1.664 0.814 -0.974
H -0.612 1.855 2.179
H 4.772 -1.441 0.823
H 1.301 2.321 -1.160
H -1.347 2.899 -0.336
O -0.332 1.577 -3.544
H 2.161 1.619 3.442
H -1.786 3.943 -1.464
C -0.119 -1.785 0.409
H 3.352 1.487 1.284
H -1.632 -1.412 -3.007
O 4.259 -2.199 1.223
O 3.716 1.697 0.355
H -0.036 -2.844 0.759
H 1.012 0.042 0.284
H -0.003 -1.868 -0.695
H 0.608 3.781 0.104
H -2.612 2.072 2.114
O -1.007 -1.066 -2.437
O -1.498 1.034 -0.815
O -1.152 3.605 -1.017
O 1.410 3.338 0.320
C 0.690 -0.618 1.099
H 1.544 -0.989 1.564
H 0.177 -0.136 1.899
H -1.213 1.466 -1.599
H -1.182 -2.738 2.651
O 1.386 1.442 -1.674
H -0.458 -0.525 -3.115
H -3.022 -4.277 0.908
O 0.317 2.141 2.580
O -1.948 -3.237 2.683
H -3.320 -1.261 0.583
H 3.993 -1.855 2.114
O -3.010 2.774 -2.733
H 1.659 0.483 2.761
O -2.841 -3.644 0.293
O 1.819 -3.565 -0.938
H -1.210 -1.591 0.479
H 1.019 -2.462 -2.821
H -2.731 -2.657 2.296
H 0.238 1.324 -2.815
H -2.729 0.284 0.210
H -2.871 2.048 -3.341
H -1.898 -3.750 0.066
H -3.697 2.528 -2.119
H 0.094 2.481 3.392
H 1.899 -4.302 -0.424
H -2.184 0.593 2.399
H 2.059 -3.529 -3.438
H 3.906 2.603 0.515
O 2.466 0.799 3.038
H 2.667 -3.193 -1.211
O 1.786 -2.590 -3.530
H -0.201 2.425 -3.480
*
```

Summary:
energy relative to the best compared isomer or geometry (same formula, charge and spin)	140.52	kcal/mol
frontier orbital gap	10.57	eV
LUMO	-0.119	eV

Here are the Mulliken charges for atoms 1 to 8, given in e:
1 O -0.7481
2 H 0.4529
3 H 0.3060
4 O -0.7422
5 H -0.0311
6 H 0.3479
7 H 0.3276
8 H 0.4888